# C19H31N2O3

An isolated ion of composition C19H31N2O3 and charge +1 (ωB97M-V/def2-TZVPD, the Open Molecules 2025 dataset).

- energy above the lowest of the compared OMol25 structures with the same formula, charge and spin (kcal/mol) = 1.2
- electronic energy (eV) = -29323.013
- HOMO-LUMO gap (eV) = 8.05

Geometry as ORCA input:
```
! wB97M-V def2-TZVPD RIJCOSX def2/J DEFGRID3
* xyz 1 1
O 3.75 2.13 1.51
O 3.89 1.35 -1.26
O -0.14 -0.19 0.94
N -2.31 0.07 0.34
N 0.12 -2.60 0.74
C 2.82 -1.76 0.42
C -1.77 2.19 -0.82
C 3.20 -0.87 -0.58
C -3.43 2.14 1.10
C -3.60 -0.50 -1.69
C -4.69 1.68 0.38
C -1.23 -0.65 0.58
C 2.79 -1.33 1.73
C -2.17 1.53 0.50
C 0.92 -3.17 -0.36
C 4.09 0.90 -2.58
C 2.40 -3.16 0.05
C 3.12 -0.02 2.03
C -4.78 0.17 0.46
C 4.31 3.14 0.69
C -1.26 -2.20 0.45
C 3.53 0.45 -0.30
C 3.48 0.89 1.04
C -3.55 -0.52 -0.16
H -3.50 1.85 2.15
H 0.58 -4.18 -0.59
H 3.23 -1.22 -1.60
H 0.20 -3.20 1.57
H -0.90 1.68 -1.24
H 0.55 -1.60 0.99
H 2.54 -2.01 2.53
H -4.69 2.02 -0.65
H -3.57 -1.56 0.17
H 2.55 -3.84 0.90
H -5.57 2.12 0.86
H -1.96 -2.63 1.16
H -2.57 2.19 -1.55
H -1.54 -2.50 -0.56
H -1.34 1.67 1.20
H 3.10 0.34 3.05
H -1.49 3.22 -0.63
H 4.45 1.76 -3.13
H 5.26 2.83 0.26
H 3.15 0.55 -3.04
H 4.83 0.10 -2.63
H -2.64 -0.81 -2.11
H -3.84 0.48 -2.07
H 0.79 -2.53 -1.23
H -4.36 -1.19 -2.03
H -4.85 -0.12 1.51
H 3.63 3.44 -0.10
H 4.48 3.98 1.37
H -5.67 -0.20 -0.05
H 2.99 -3.54 -0.78
H -3.34 3.22 1.07
*
```